{
  "formula": "C4H12NOS",
  "method": "wB97M-V/def2-TZVPD",
  "symbols": ["C", "C", "H", "C", "H", "H", "H", "H", "H", "S", "N", "H", "H", "H", "H", "H", "C", "O", "H"],
  "positions_angstrom": [[-0.80410, -0.13607, -0.78064], [-0.50068, -0.76465, 3.00462], [-2.19418, -0.56673, 0.81052], [-1.16574, -0.83029, 0.55268], [0.90365, 2.55374, 1.86161], [-1.27674, -0.07190, 3.30514], [-1.54416, -0.43217, -1.52050], [1.40189, -0.05520, -0.61634], [0.01694, 1.31779, 1.29713], [0.94758, 0.15744, -2.89957], [-0.19573, -0.58454, 1.59482], [0.69772, -1.50536, -1.30180], [-0.93104, -1.74813, 3.24124], [0.63853, -1.08552, 1.33382], [-1.23264, -1.87766, 0.27314], [0.42609, -0.54932, 3.50420], [0.61718, -0.41337, -1.22185], [0.03232, 2.23601, 1.61871], [-0.93626, 0.94573, -0.65175]],
  "forces_ev_per_a": [[-0.2702, 1.1064, 1.3122], [-0.8297, -0.3734, -0.8544], [0.2319, 0.3340, 0.4035], [-0.4632, -0.3273, -0.9691], [0.1222, -0.5231, -0.1907], [0.0773, 0.5034, 0.0619], [0.2157, -0.2020, -0.2358], [0.6847, 0.4388, 1.0388], [0.7057, -0.0713, 0.5764], [0.0671, -0.0229, 0.0340], [0.1558, 0.4332, -0.6494], [0.3999, -0.0838, 0.0084], [0.5001, -0.1623, 0.0891], [0.2194, -0.0603, 0.2653], [0.0031, -0.7227, 0.2774], [0.1091, -0.1176, 0.7118], [-1.2398, -0.8765, -1.6977], [-0.7376, 0.7808, -0.1175], [0.0483, -0.0535, -0.0645]],
  "de_lowest_kcal_mol": 10.9,
  "s_squared": 0.753,
  "multiplicity": 2,
  "gap_ha": [0.3658, 0.2569]
}

{
  "formula": "C5H11O6",
  "method": "wB97M-V/def2-TZVPD",
  "symbols": ["H", "O", "H", "H", "C", "H", "H", "C", "C", "O", "C", "O", "C", "O", "H", "H", "O", "H", "H", "H", "H", "O"],
  "positions_angstrom": [[2.20763, -0.96006, -0.69821], [0.38621, -1.16067, 1.12632], [2.25438, 0.77192, 1.17644], [1.23658, 1.99149, 0.33978], [-1.96436, -0.56527, 0.54308], [0.61487, -1.35803, -1.45119], [-1.93339, -0.52016, 1.65024], [1.25225, -0.54943, -1.05548], [1.23289, 1.08611, 0.95795], [-1.86041, -1.93506, 0.09262], [-0.92432, 0.26129, -0.03671], [-1.57087, 2.80756, -1.54339], [0.48994, -0.05132, 0.24625], [1.43715, 0.48739, -1.98546], [-2.47683, -2.48045, 0.60895], [1.89287, 0.11147, -2.75648], [-2.36613, 3.63028, -2.01780], [1.68995, -2.35264, 1.87086], [-2.91910, -0.18204, 0.14431], [-1.17257, 1.09040, -0.65647], [0.71052, 1.31084, 1.89270], [1.78273, -1.43360, 1.55170]],
  "forces_ev_per_a": [[-0.1823, 0.0615, -0.2251], [1.8676, -0.6091, 0.5999], [-0.1010, 0.2123, -0.0420], [0.0663, -0.2401, 0.0528], [-1.5969, -0.4528, -0.2181], [0.2926, 0.1407, -0.0109], [-0.1565, -0.0600, -0.3735], [-0.6010, -0.5080, 1.2040], [-0.2183, 0.2269, -0.2841], [-0.2418, -0.1945, 0.2300], [0.7212, -0.0125, -0.0181], [-2.0443, 2.4675, -1.4058], [0.8789, 0.1670, -0.7728], [0.1401, 0.1497, -0.4207], [0.2914, 0.3658, -0.2095], [-0.2589, 0.2727, 0.3981], [1.9542, -2.0336, 1.1689], [-0.1561, 0.5185, -0.2783], [0.0444, 0.0136, 0.6136], [0.0822, 0.0394, -0.1252], [0.1219, -0.0339, -0.0662], [-0.9036, -0.4912, 0.1831]],
  "de_lowest_kcal_mol": 10.3,
  "s_squared": 3.762,
  "multiplicity": 4,
  "gap_ha": [0.3192, 0.3167]
}

{
  "formula": "C5H6S3",
  "method": "wB97M-V/def2-TZVPD",
  "symbols": ["H", "C", "C", "H", "S", "S", "H", "C", "S", "H", "H", "H", "C", "C"],
  "positions_angstrom": [[2.46252, 0.76366, -0.04018], [-1.59147, -0.94413, 0.33588], [-1.30550, 0.52071, -0.09038], [-1.26363, 0.15665, -1.21026], [-3.11038, -1.73451, -0.26862], [-0.16203, -1.95089, 0.59030], [0.24208, 2.08020, 0.20165], [0.12015, 0.97080, 0.43444], [2.68780, -1.91512, -0.20403], [-2.10543, 1.35295, 0.06881], [-0.05757, 0.82536, 1.53263], [1.42194, 0.52854, -1.23865], [1.32269, 0.35912, -0.22388], [1.33883, -1.01334, 0.11228]],
  "forces_ev_per_a": [[-2.8442, -0.4986, 0.6412], [-2.7673, -0.7153, -2.8510], [0.6876, -0.9809, -1.4361], [-0.0373, 1.7105, 1.5579], [3.5740, 1.7237, 2.2911], [0.1942, 0.5705, 0.0528], [-0.6227, -1.1232, 0.7486], [-1.8058, 3.2922, -0.1673], [-1.1145, 0.0768, 0.7242], [1.2449, -2.0206, -0.2140], [1.2662, 0.2553, -0.7439], [-0.8491, 0.0507, -2.4975], [1.8877, 1.7137, 2.7281], [1.1864, -4.0548, -0.8339]],
  "de_lowest_kcal_mol": 69.1,
  "smiles": "S=C1CCCC(=S)S1",
  "gap_ha": 0.2708
}